Below is an isolated molecule of C4H6F2O at a distorted geometry, with properties calculated with ωB97M-V with the def2-TZVPD basis set.

Spin multiplicity   1
SMILES   OC/C(=C/F)CF
E_tot   -430.93098 a.u.
Kohn-Sham gap   10.308 eV
Charge   0
Max |F|   3.6 eV/Å
Relative energy (zero: lowest compared OMol25 entry of this formula, charge and spin)   138.8 kJ/mol

Last column: Löwdin charge in e.
Element x y z (Å)
C  -0.45  1.03  0.30  -0.238
C  0.14  -0.26  -0.10  -0.169
C  -0.74  -1.56  -0.14  -0.131
C  1.43  -0.27  -0.32  -0.114
H  0.16  2.91  0.51  0.082
H  -0.86  0.93  1.30  0.126
H  -1.23  1.30  -0.46  0.143
H  -0.07  -2.36  -0.47  0.120
H  -1.17  -1.70  0.82  0.107
H  2.00  0.61  -0.14  0.118
O  0.51  2.06  0.28  -0.060
F  -1.79  -1.31  -0.97  -0.028
F  2.08  -1.37  -0.63  0.044

=====

Below is an isolated molecule of C2H8NOP at a distorted geometry, with properties calculated with ωB97M-V with the def2-TZVPD basis set.

Spin multiplicity   1
SMILES   CN[P@H](C)=O
E_tot   -552.30874 a.u.
Kohn-Sham gap   10.649 eV
Charge   0
Max |F|   4.0 eV/Å
Relative energy (zero: lowest compared OMol25 entry of this formula, charge and spin)   196.5 kJ/mol

Last column: Löwdin charge in e.
Element x y z (Å)
C  1.07  -1.57  0.16  -0.217
C  -1.46  0.36  0.53  -0.230
N  0.88  -0.56  -0.88  -0.178
O  -0.34  2.14  -1.14  -0.398
P  0.02  1.17  -0.12  0.651
H  0.15  -1.49  0.86  0.069
H  1.20  -2.49  -0.32  0.051
H  1.94  -1.31  0.75  0.062
H  -1.26  -0.45  1.18  -0.013
H  -2.27  1.09  0.71  0.058
H  -1.75  -0.24  -0.44  0.097
H  1.83  -0.26  -1.05  0.027
H  0.73  1.79  0.93  0.020

=====

Below is a cluster of 13 separate species, C36H52N12O12S in total at a distorted geometry, with properties calculated with ωB97M-V with the def2-TZVPD basis set.

Spin multiplicity   1
E_tot   -3360.08763 a.u.
Kohn-Sham gap   6.978 eV
Charge   -2
Max |F|   15.4 eV/Å
Relative energy (zero: lowest compared OMol25 entry of this formula, charge and spin)   401.4 kJ/mol

Last column: Löwdin charge in e.
Element x y z (Å)
S  0.06  -0.06  0.00  0.348
O  1.30  0.73  -0.04  -0.349
O  -1.10  0.77  -0.08  -0.319
O  0.14  -0.87  -1.19  -0.332
O  -0.02  -0.88  1.21  -0.309
N  0.53  -3.20  -2.16  0.009
C  -0.48  -3.95  -2.62  -0.122
C  0.13  -5.26  -3.17  -0.072
C  1.66  -5.20  -3.21  -0.016
C  1.84  -3.83  -2.51  -0.049
H  0.44  -2.39  -1.67  0.001
H  -1.45  -3.58  -2.54  0.065
H  -0.31  -6.12  -3.58  0.019
H  2.36  -5.82  -3.53  -0.004
H  2.68  -3.19  -2.23  0.049
N  -0.78  -3.15  2.21  -0.081
C  -1.58  -4.00  1.41  -0.088
C  -1.87  -5.41  2.17  -0.002
C  -0.97  -5.19  3.49  -0.068
C  -0.39  -3.72  3.45  -0.142
H  -0.49  -2.10  1.64  0.123
H  -1.82  -3.78  0.47  0.010
H  -2.55  -6.07  1.94  -0.029
H  -0.94  -5.96  4.27  0.036
H  0.28  -3.09  4.14  0.094
N  -1.81  3.15  -1.11  -0.033
C  -0.99  4.21  -1.22  -0.146
C  -1.69  5.35  -1.89  -0.058
C  -3.21  4.93  -1.89  -0.072
C  -3.14  3.47  -1.48  -0.130
H  -1.73  2.22  -0.56  0.101
H  -0.03  4.08  -0.78  0.076
H  -1.31  6.32  -1.98  0.027
H  -4.15  5.45  -2.37  0.084
H  -3.87  2.58  -1.49  0.100
N  2.38  2.97  0.40  -0.013
C  2.02  3.98  1.26  -0.128
C  2.99  5.14  1.09  -0.102
C  3.95  4.76  0.00  -0.074
C  3.42  3.40  -0.44  -0.105
H  1.93  2.10  0.12  0.026
H  1.06  3.90  1.89  0.090
H  2.91  6.17  1.57  0.072
H  4.69  5.39  -0.47  0.052
H  3.82  2.79  -1.15  0.038
N  0.94  -0.09  3.44  -0.039
C  2.23  0.50  3.47  -0.131
C  2.56  0.93  4.91  -0.117
C  1.42  0.41  5.69  -0.133
C  0.42  -0.21  4.74  -0.140
H  0.58  -0.47  2.39  0.089
H  2.70  1.00  2.54  0.103
H  3.52  1.45  5.19  0.081
H  1.31  0.73  6.84  0.100
H  -0.49  -0.68  4.88  0.039
N  -3.63  0.04  0.33  -0.043
C  -4.01  -1.17  -0.09  -0.090
C  -5.57  -1.08  0.04  -0.092
C  -5.96  0.14  0.73  -0.077
C  -4.61  0.89  0.84  -0.089
H  -2.71  0.37  0.32  0.041
H  -3.33  -1.87  -0.39  0.060
H  -6.04  -2.03  -0.20  0.059
H  -7.02  0.49  1.02  0.094
H  -4.31  1.93  1.13  0.100
N  3.58  -0.03  -1.09  -0.058
C  3.30  -0.75  -2.31  -0.057
C  4.74  -0.89  -2.93  -0.010
C  5.68  -0.43  -1.89  -0.085
C  4.89  -0.02  -0.67  -0.138
H  2.68  0.26  -0.43  0.107
H  2.51  -1.02  -2.87  0.024
H  5.01  -1.19  -3.75  -0.039
H  6.73  -0.52  -1.85  0.041
H  5.04  0.57  0.42  0.164
N  -1.26  -0.70  -3.41  -0.058
C  -2.38  0.13  -3.58  -0.101
C  -2.54  0.27  -5.04  -0.086
C  -1.42  -0.55  -5.71  -0.079
C  -0.54  -0.96  -4.55  -0.149
H  -0.96  -0.78  -2.39  0.086
H  -2.86  0.34  -2.64  0.072
H  -3.32  0.66  -5.65  0.042
H  -1.24  -0.67  -6.81  0.071
H  0.59  -1.41  -4.57  0.147
C  2.81  -2.29  1.04  0.062
N  4.05  -3.08  0.85  -0.400
O  4.85  -3.15  1.85  -0.018
O  4.12  -3.88  0.02  0.110
H  2.99  -1.23  1.19  0.079
H  2.27  -2.87  1.74  0.106
H  2.47  -2.22  0.17  -0.014
C  -3.09  -1.34  3.31  -0.026
N  -4.06  -0.44  3.77  -0.397
O  -5.13  -0.82  4.04  0.117
O  -3.56  0.65  4.32  -0.025
H  -2.36  -0.66  2.85  0.073
H  -3.17  -1.88  2.45  0.029
H  -2.32  -1.91  4.03  0.149
C  0.92  1.77  -3.04  0.062
N  1.95  1.95  -4.06  -0.423
O  3.10  2.25  -3.84  0.061
O  1.48  2.18  -5.12  0.076
H  1.16  2.17  -2.02  0.105
H  0.82  0.85  -2.95  -0.021
H  0.21  2.45  -3.19  0.063
C  -1.01  2.41  2.71  0.036
N  -1.76  3.70  2.71  -0.467
O  -2.94  3.55  2.68  0.067
O  -1.12  4.71  2.67  0.069
H  -1.72  1.66  3.07  0.069
H  -0.34  2.57  3.58  0.117
H  -0.72  2.23  1.73  0.052

=====

Below is a structure of composition C16H26As2F6GeIrN2OS5, with properties calculated with ωB97M-V with the def2-TZVPD basis set.

Spin multiplicity   2
E_tot   -10053.35190 a.u.
Kohn-Sham gap (spin up / spin down)   6.868 / 5.682 eV
Charge   -2
Max |F|   0.2 eV/Å
Relative energy (zero: lowest compared OMol25 entry of this formula, charge and spin)   0.0 kJ/mol

Last column: Löwdin charge in e.
Element x y z (Å)
Ir  -1.36  1.77  -2.28  0.508
C  -2.58  -2.83  1.90  -0.076
C  -1.29  -2.86  1.09  -0.206
N  -1.51  -2.32  -0.26  -0.112
C  -1.72  -3.32  -1.30  -0.253
C  -0.42  -3.71  -1.98  -0.066
C  -1.56  -1.01  -0.48  -0.641
S  -1.93  -0.49  -2.11  0.623
N  -1.42  -0.25  0.62  0.121
C  -1.18  1.04  0.69  -0.446
O  -0.93  1.89  -0.21  -0.249
C  -1.16  1.60  2.09  -0.131
C  -1.22  2.97  2.27  -0.017
C  -1.19  3.51  3.55  -0.085
C  -1.10  2.67  4.65  -0.104
C  -1.04  1.29  4.47  -0.086
C  -1.07  0.76  3.19  -0.020
H  -2.42  -3.28  2.88  0.073
H  -3.37  -3.38  1.40  0.069
H  -2.91  -1.80  2.05  0.059
H  -0.93  -3.88  0.97  0.097
H  -0.49  -2.31  1.57  0.106
H  -2.44  -2.94  -2.02  0.067
H  -2.17  -4.19  -0.81  0.118
H  0.03  -2.84  -2.47  0.068
H  -0.61  -4.47  -2.74  0.075
H  0.30  -4.11  -1.27  0.049
H  -1.28  3.61  1.40  0.110
H  -1.24  4.58  3.69  0.098
H  -1.08  3.08  5.65  0.092
H  -0.96  0.63  5.33  0.097
H  -1.02  -0.31  3.03  0.102
S  -3.46  5.06  -5.24  -0.191
As  -1.77  4.02  -4.61  -0.510
S  -1.53  3.98  -2.33  0.104
S  -2.08  1.81  -4.46  -0.029
S  0.13  4.51  -5.34  -0.166
F  1.75  -3.16  0.43  -0.263
As  2.47  -4.58  1.14  0.700
F  2.12  -3.97  2.73  -0.272
F  0.90  -5.37  1.12  -0.280
F  3.17  -6.01  1.84  -0.274
F  2.78  -5.21  -0.46  -0.269
F  4.02  -3.80  1.15  -0.264
C  1.66  3.89  -0.60  -0.228
Ge  1.94  2.09  -1.30  0.746
C  3.65  2.09  -2.29  -0.228
C  2.11  0.80  0.17  -0.196
C  0.63  1.55  -2.66  -0.464
H  2.53  4.19  0.00  0.012
H  0.77  3.91  0.03  -0.013
H  1.52  4.60  -1.41  0.011
H  4.47  2.40  -1.64  0.007
H  3.59  2.77  -3.14  0.015
H  3.87  1.09  -2.66  0.015
H  3.15  0.74  0.49  0.018
H  1.80  -0.20  -0.13  0.018
H  1.51  1.11  1.02  0.006
H  0.77  0.49  -2.87  -0.004
H  0.83  2.10  -3.58  -0.041

=====

Below is a structure of composition C47H43ClOP2Zn, with properties calculated with ωB97M-V with the def2-TZVPD basis set.

Spin multiplicity   1
E_tot   -4814.25184 a.u.
Kohn-Sham gap   7.705 eV
Charge   0
Max |F|   0.6 eV/Å
Relative energy (zero: lowest compared OMol25 entry of this formula, charge and spin)   26.4 kJ/mol

Last column: Löwdin charge in e.
Element x y z (Å)
Zn  -1.43  1.10  -0.42  0.647
O  1.81  0.58  1.47  -0.054
C  2.95  1.04  0.87  -0.271
C  3.74  2.05  1.41  -0.019
C  4.89  2.44  0.73  -0.068
C  5.24  1.84  -0.47  -0.075
C  4.40  0.89  -1.02  -0.069
C  3.22  0.49  -0.38  -0.292
P  1.98  -0.61  -1.16  1.126
C  2.47  -0.41  -2.92  -0.387
C  3.09  -1.39  -3.69  -0.086
C  3.41  -1.14  -5.02  -0.080
C  3.12  0.09  -5.59  -0.086
C  2.51  1.07  -4.82  -0.077
C  2.18  0.82  -3.51  -0.106
C  2.62  -2.27  -0.75  -0.386
C  1.95  -3.37  -1.31  -0.133
C  2.33  -4.66  -0.99  -0.089
C  3.36  -4.88  -0.08  -0.087
C  4.00  -3.80  0.50  -0.077
C  3.64  -2.50  0.16  -0.072
C  1.61  0.50  2.82  -0.253
C  2.62  0.49  3.77  -0.012
C  2.28  0.38  5.11  -0.065
C  0.96  0.26  5.51  -0.075
C  -0.03  0.22  4.55  -0.072
C  0.28  0.33  3.19  -0.262
P  -0.96  0.08  1.89  1.093
C  -2.46  0.92  2.52  -0.379
C  -3.74  0.42  2.31  -0.100
C  -4.85  1.17  2.66  -0.070
C  -4.70  2.43  3.21  -0.081
C  -3.43  2.95  3.41  -0.076
C  -2.31  2.20  3.06  -0.110
C  -1.32  -1.69  2.13  -0.352
C  -2.19  -2.20  3.09  -0.094
C  -2.34  -3.57  3.24  -0.073
C  -1.61  -4.44  2.45  -0.077
C  -0.73  -3.95  1.51  -0.065
C  -0.59  -2.58  1.34  -0.094
H  3.45  2.54  2.32  0.120
H  5.50  3.23  1.15  0.107
H  6.14  2.13  -0.98  0.104
H  4.64  0.46  -1.98  0.110
H  3.34  -2.35  -3.25  0.096
H  3.89  -1.91  -5.61  0.103
H  3.37  0.28  -6.62  0.102
H  2.28  2.04  -5.26  0.104
H  1.69  1.59  -2.92  0.091
H  1.14  -3.21  -2.01  0.105
H  1.81  -5.50  -1.44  0.106
H  3.65  -5.89  0.19  0.102
H  4.80  -3.96  1.21  0.103
H  4.17  -1.67  0.60  0.102
H  3.66  0.55  3.48  0.115
H  3.07  0.38  5.85  0.108
H  0.70  0.19  6.56  0.104
H  -1.07  0.10  4.84  0.111
H  -3.88  -0.56  1.86  0.100
H  -5.84  0.76  2.49  0.107
H  -5.57  3.01  3.48  0.103
H  -3.30  3.94  3.83  0.106
H  -1.33  2.62  3.20  0.111
H  -2.75  -1.53  3.73  0.101
H  -3.03  -3.95  3.99  0.104
H  -1.73  -5.51  2.58  0.103
H  -0.15  -4.62  0.89  0.098
H  0.09  -2.19  0.59  0.067
Cl  -2.99  5.42  -5.45  0.627
C  -2.41  4.76  -3.95  -0.684
C  -3.29  4.56  -2.89  -0.111
C  -2.81  4.03  -1.70  -0.058
C  -1.47  3.68  -1.53  -0.345
C  -1.00  3.05  -0.27  -0.232
C  -0.62  3.90  -2.62  -0.062
C  -1.07  4.43  -3.81  -0.115
H  -4.33  4.82  -3.01  0.102
H  -3.51  3.88  -0.88  0.111
H  -1.60  3.41  0.57  0.029
H  0.05  3.28  -0.06  0.037
H  0.43  3.66  -2.52  0.098
H  -0.39  4.59  -4.64  0.100
C  -2.05  -2.29  -1.88  -0.102
C  -3.08  -1.45  -1.13  -0.542
C  -4.49  -1.85  -1.56  -0.094
C  -2.81  0.04  -1.35  -0.270
H  -2.15  -3.35  -1.66  0.075
H  -1.03  -1.98  -1.61  0.035
H  -2.16  -2.15  -2.96  0.082
H  -2.99  -1.70  -0.06  0.090
H  -4.64  -1.63  -2.62  0.079
H  -5.25  -1.29  -1.00  0.068
H  -4.67  -2.92  -1.41  0.072
H  -3.71  0.63  -1.11  0.034
H  -2.66  0.20  -2.43  0.042